1 | Below is one molecule with the formula C6H11N, with properties calculated with wB97M-V/def2-TZVPD.

Results
Lowest unoccupied orbital energy: 1.02 eV
HOMO-LUMO gap: 8.467 eV
SMILES: C=CC(N)=C(C)C

Last column: Mulliken charge in e.
Geometry (Å):
C (0.95, 1.45, 2.02)  -0.87
C (0.03, 0.80, 1.31)  -0.46
C (0.36, -0.05, 0.15)  0.72
N (1.56, -0.75, 0.27)  -0.50
C (-0.54, -0.27, -0.82)  0.89
C (-0.20, -1.12, -2.01)  -1.53
C (-1.99, 0.16, -0.69)  -1.56
H (0.58, 2.23, 2.68)  0.27
H (1.99, 1.21, 1.93)  0.31
H (-1.02, 0.93, 1.54)  0.27
H (1.87, -1.03, 1.18)  0.21
H (1.88, -1.37, -0.46)  0.12
H (-0.48, -2.17, -1.92)  0.25
H (0.87, -1.07, -2.17)  0.39
H (-0.67, -0.74, -2.92)  0.43
H (-2.50, -0.16, -1.60)  0.37
H (-2.47, -0.34, 0.17)  0.33
H (-2.14, 1.23, -0.54)  0.37

2 | Below is one molecule with the formula C6H11N, with properties calculated with wB97M-V/def2-TZVPD.

Results
Lowest unoccupied orbital energy: 1.11 eV
HOMO-LUMO gap: 10.047 eV
SMILES: C1CN[C@@H]2C[C@H]2C1

Last column: Mulliken charge in e.
Geometry (Å):
C (1.36, 0.70, -0.27)  -0.58
C (1.28, -0.85, 0.07)  -0.72
N (0.17, -1.67, -0.41)  -0.47
C (-0.83, -0.77, 0.27)  -0.15
C (-2.18, -0.07, -0.09)  -0.58
C (-0.84, 0.52, -0.47)  -0.18
C (0.14, 1.46, 0.03)  -0.45
H (1.61, 0.89, -1.23)  0.44
H (2.14, 1.01, 0.54)  0.31
H (2.43, -1.30, -0.07)  0.29
H (1.19, -1.03, 1.18)  0.38
H (0.30, -2.73, -0.23)  0.29
H (-0.90, -0.44, 1.33)  0.22
H (-2.64, 0.37, 0.81)  0.23
H (-2.94, -0.49, -0.85)  0.26
H (-0.62, 0.28, -1.47)  0.31
H (-0.01, 1.44, 1.13)  0.22
H (0.34, 2.68, -0.28)  0.19

3 | Below is one molecule with the formula C6H11N, with properties calculated with wB97M-V/def2-TZVPD.

Results
Lowest unoccupied orbital energy: 1.19 eV
HOMO-LUMO gap: 8.890 eV
SMILES: C/C=C/C/C=C/N

Last column: Mulliken charge in e.
Geometry (Å):
C (-1.40, 0.06, 3.11)  -0.96
C (-1.13, -0.90, 1.86)  -0.20
C (0.03, -0.95, 1.15)  -0.45
C (0.05, -0.99, -0.34)  -0.35
C (0.66, 0.20, -0.87)  -0.44
C (0.70, 0.49, -2.17)  -0.16
N (1.11, 1.72, -2.72)  -0.49
H (-1.51, -0.62, 4.06)  0.24
H (-2.38, 0.59, 3.12)  0.29
H (-0.67, 0.88, 3.10)  0.30
H (-1.87, -1.38, 1.21)  0.28
H (1.03, -0.80, 1.55)  0.39
H (-0.88, -1.29, -0.87)  0.36
H (0.81, -1.73, -0.63)  0.18
H (1.10, 0.81, -0.06)  0.25
H (0.07, -0.04, -2.89)  0.32
H (1.04, 2.05, -3.70)  0.22
H (2.01, 1.99, -2.27)  0.22

4 | Below is one molecule with the formula C6H11N, with properties calculated with wB97M-V/def2-TZVPD.

Results
Lowest unoccupied orbital energy: -0.77 eV
HOMO-LUMO gap: 5.496 eV

Last column: Mulliken charge in e.
Geometry (Å):
C (-1.76, 0.61, 1.07)  -1.42
N (1.11, 0.24, 1.45)  -0.46
C (0.43, -0.09, 0.27)  -0.01
C (-1.01, -0.57, 0.38)  0.78
C (-1.55, -0.78, -0.95)  -1.40
C (2.10, 0.53, -1.48)  -0.97
C (0.96, 0.01, -0.99)  0.03
H (-2.82, 0.44, 1.23)  0.33
H (-1.65, 1.47, 0.40)  0.39
H (-1.28, 0.88, 1.99)  0.41
H (1.87, 0.87, 1.21)  0.25
H (1.51, -0.55, 1.95)  0.23
H (-1.72, -1.73, -1.46)  0.33
H (-2.02, 0.07, -1.42)  0.35
H (-0.87, -1.41, 1.09)  0.30
H (2.55, 0.11, -2.37)  0.25
H (2.62, 1.39, -1.06)  0.25
H (0.24, -0.35, -1.78)  0.35

Q: Which of them is the least stable? A: 4.

1 | Below is C6H11N as an isolated structure, with properties calculated with wB97M-V/def2-TZVPD.

Results
Lowest unoccupied orbital energy: 1.17 eV
HOMO-LUMO gap: 10.395 eV

Last column: Mulliken charge in e.
Geometry (Å):
C (1.92, 0.14, 0.05)  -0.41
C (1.23, -1.07, -0.05)  -0.71
C (-0.18, -0.60, -0.38)  0.13
C (-1.65, -0.74, 0.00)  -0.74
C (-1.79, 0.77, -0.12)  -0.59
C (-0.23, 0.70, 0.22)  -0.09
H (2.64, 0.27, -0.75)  0.38
H (2.34, 0.12, 1.12)  0.24
H (1.46, -1.75, -0.91)  0.24
H (1.06, -1.62, 0.94)  0.24
H (-0.15, -0.24, -1.44)  0.20
H (-1.72, -0.98, 1.01)  0.31
H (-2.23, -1.60, -0.44)  0.34
H (-2.26, 1.40, 0.69)  0.30
H (-2.19, 1.05, -1.11)  0.27
H (-0.28, 0.57, 1.37)  0.20
H (1.14, 2.21, 0.15)  0.25
N (0.91, 1.37, -0.35)  -0.57

2 | Below is one molecule with the formula C6H11N, with properties calculated with wB97M-V/def2-TZVPD.

Results
Lowest unoccupied orbital energy: 0.71 eV
HOMO-LUMO gap: 7.944 eV
SMILES: C=CC(N)=C(C)C

Last column: Mulliken charge in e.
Geometry (Å):
C (0.92, -2.41, -1.15)  -0.63
C (0.66, -1.08, -1.15)  -0.35
C (-0.32, -0.42, -0.19)  0.61
N (-1.14, -1.25, 0.64)  -0.52
C (-0.08, 0.82, 0.24)  0.40
C (-1.30, 1.78, 0.44)  -1.27
C (1.34, 1.37, 0.47)  -1.27
H (1.47, -2.99, -1.88)  0.30
H (0.46, -2.92, -0.20)  0.22
H (1.33, -0.35, -1.77)  0.23
H (-1.95, -1.00, 1.09)  0.19
H (-1.35, -2.15, 0.20)  0.19
H (-1.93, 1.76, -0.50)  0.26
H (-1.90, 1.41, 1.39)  0.23
H (-1.05, 2.82, 0.57)  0.45
H (1.00, 2.24, 1.10)  0.37
H (2.06, 1.84, -0.36)  0.25
H (1.78, 0.53, 1.06)  0.31

Q: Which of them is the least stable? A: 1.

1 | Below is one molecule with the formula C6H11N, with properties calculated with wB97M-V/def2-TZVPD.

Results
Lowest unoccupied orbital energy: 1.00 eV
HOMO-LUMO gap: 8.621 eV
SMILES: C=CC(N)=C(C)C

Last column: Mulliken charge in e.
Geometry (Å):
C (2.47, 0.88, 0.59)  -0.69
C (1.26, 0.40, 1.00)  -0.60
C (0.05, 0.51, 0.03)  0.71
N (-0.10, 1.67, -0.82)  -0.65
C (-0.78, -0.58, -0.09)  0.40
C (-1.98, -0.60, -0.94)  -1.29
C (-0.55, -2.03, 0.46)  -1.25
H (3.26, 0.77, 1.33)  0.26
H (2.72, 1.26, -0.40)  0.31
H (1.27, -0.40, 1.75)  0.39
H (0.36, 2.56, -0.39)  0.31
H (-1.19, 1.85, -0.93)  0.24
H (-1.86, -1.46, -1.63)  0.31
H (-2.31, 0.32, -1.51)  0.31
H (-2.79, -1.02, -0.34)  0.33
H (-0.51, -2.78, -0.35)  0.34
H (0.46, -2.07, 0.98)  0.27
H (-1.50, -2.23, 0.95)  0.30

2 | Below is C6H11N as an isolated structure, with properties calculated with wB97M-V/def2-TZVPD.

Results
Lowest unoccupied orbital energy: 1.03 eV
HOMO-LUMO gap: 10.126 eV

Last column: Mulliken charge in e.
Geometry (Å):
C (-2.19, -0.23, 0.17)  -1.14
C (-0.65, -0.30, -0.48)  -0.02
C (0.08, 1.03, -0.47)  -0.57
C (1.39, 0.53, -0.08)  0.24
C (1.00, -0.08, 1.11)  -0.68
C (1.51, -0.80, -0.68)  -0.57
H (-2.82, 0.64, -0.53)  0.24
H (-2.86, -1.20, -0.06)  0.31
H (-2.31, -0.18, 1.28)  0.26
H (-0.84, -0.59, -1.45)  0.51
H (-0.06, 1.75, -1.41)  0.28
H (-0.38, 1.63, 0.48)  0.26
H (2.09, 1.40, 0.27)  0.34
H (1.68, -0.40, 1.84)  0.34
H (0.03, 0.14, 1.86)  0.14
H (1.63, -0.95, -1.76)  0.34
H (2.48, -1.23, -0.14)  0.27
N (0.20, -1.16, 0.05)  -0.55

Q: Which of them is the least stable? A: 2.

1 | Below is one molecule with the formula C5H10, with properties calculated with wB97M-V/def2-TZVPD.

Results
Lowest unoccupied orbital energy: 1.24 eV
HOMO-LUMO gap: 11.024 eV
SMILES: C[C@@H]1C[C@@H]1C

Last column: Mulliken charge in e.
Geometry (Å):
C (0.48, 1.45, 0.70)  -1.29
C (0.85, -0.02, 0.64)  0.19
C (1.11, -0.70, -0.67)  -0.75
C (-0.23, -0.98, 0.05)  0.09
C (-1.55, -0.46, -0.52)  -1.33
H (1.35, 2.12, 0.74)  0.36
H (-0.12, 1.71, -0.18)  0.28
H (-0.13, 1.64, 1.59)  0.30
H (1.55, -0.30, 1.44)  0.35
H (2.00, -1.35, -0.76)  0.27
H (0.98, -0.10, -1.57)  0.23
H (-0.52, -1.91, 0.51)  0.33
H (-1.44, 0.12, -1.44)  0.32
H (-2.11, 0.11, 0.23)  0.27
H (-2.22, -1.31, -0.76)  0.39

2 | Below is one molecule with the formula C5H10, with properties calculated with wB97M-V/def2-TZVPD.

Results
Lowest unoccupied orbital energy: 1.27 eV
HOMO-LUMO gap: 9.841 eV

Last column: Mulliken charge in e.
Geometry (Å):
C (-0.85, -0.77, 0.64)  -0.13
C (-1.37, 0.52, 0.13)  -0.82
C (0.50, 1.34, -0.59)  -0.69
C (1.40, 0.32, -0.04)  -0.53
C (0.39, -1.19, -0.07)  -0.84
H (-0.76, -0.82, 1.74)  0.26
H (-1.25, -1.74, 0.26)  0.23
H (-1.81, 0.54, -0.85)  0.29
H (-1.95, 1.10, 0.88)  0.32
H (0.55, 1.43, -1.69)  0.27
H (0.27, 2.27, -0.10)  0.33
H (1.62, 0.50, 1.02)  0.27
H (2.28, 0.02, -0.61)  0.35
H (0.80, -2.12, 0.39)  0.36
H (0.18, -1.39, -1.14)  0.32

3 | Below is one molecule with the formula C5H10, with properties calculated with wB97M-V/def2-TZVPD.

Results
Lowest unoccupied orbital energy: 0.89 eV
HOMO-LUMO gap: 9.114 eV
SMILES: C=CCCC

Last column: Mulliken charge in e.
Geometry (Å):
C (0.88, -1.98, 1.69)  -0.72
C (0.94, -0.80, 1.01)  -0.27
C (-0.20, -0.27, 0.23)  -0.48
C (0.15, 0.73, -0.89)  -0.43
C (-1.00, 1.74, -1.11)  -1.17
H (0.51, -2.88, 1.20)  0.24
H (1.32, -2.16, 2.66)  0.27
H (1.95, -0.46, 0.80)  0.29
H (-0.92, 0.28, 0.86)  0.26
H (-0.87, -1.07, -0.12)  0.42
H (1.16, 1.13, -0.92)  0.40
H (0.13, 0.15, -1.82)  0.21
H (-1.01, 1.96, -2.18)  0.34
H (-1.11, 2.54, -0.39)  0.33
H (-1.90, 1.11, -1.01)  0.32

4 | Below is one molecule with the formula C5H10, with properties calculated with wB97M-V/def2-TZVPD.

Results
Lowest unoccupied orbital energy: 1.07 eV
HOMO-LUMO gap: 10.423 eV
SMILES: C=C(C)CC

Last column: Mulliken charge in e.
Geometry (Å):
C (-1.43, -1.27, -0.22)  -0.93
C (-0.71, -0.21, 0.13)  0.72
C (-1.29, 1.20, -0.05)  -1.16
C (0.72, -0.29, 0.59)  -0.71
C (1.87, 0.05, -0.39)  -0.76
H (-1.01, -2.29, -0.03)  0.24
H (-2.44, -1.14, -0.56)  0.29
H (-2.37, 1.14, -0.12)  0.37
H (-1.03, 1.70, 0.89)  0.30
H (-0.75, 1.75, -0.84)  0.26
H (0.96, -1.26, 1.00)  0.36
H (0.77, 0.40, 1.45)  0.31
H (2.80, 0.03, 0.36)  0.23
H (1.79, 1.05, -1.01)  0.27
H (2.14, -0.86, -1.20)  0.22

Q: Which of them is the least stable? A: 2.

1 | Below is C5H10 as an isolated structure, with properties calculated with wB97M-V/def2-TZVPD.

Results
Lowest unoccupied orbital energy: 0.47 eV
HOMO-LUMO gap: 8.393 eV

Last column: Mulliken charge in e.
Geometry (Å):
C (2.09, 0.59, 0.66)  -0.92
C (0.76, 0.82, -0.30)  -0.37
C (-0.29, -0.21, 0.15)  0.56
C (-1.69, -0.06, 0.75)  -1.35
C (-0.40, -0.30, -1.39)  -1.21
H (2.32, 1.55, 1.17)  0.28
H (2.91, 0.27, 0.06)  0.29
H (1.76, -0.14, 1.35)  0.35
H (0.23, -1.08, 0.60)  0.26
H (-2.13, 0.78, 0.34)  0.42
H (-2.40, -0.84, 0.39)  0.31
H (-1.62, 0.12, 1.83)  0.32
H (0.44, -0.81, -2.00)  0.37
H (-0.83, 0.51, -2.07)  0.28
H (-1.15, -1.20, -1.54)  0.40

2 | Below is one molecule with the formula C5H10, with properties calculated with wB97M-V/def2-TZVPD.

Results
Lowest unoccupied orbital energy: 1.26 eV
HOMO-LUMO gap: 10.133 eV
SMILES: C/C=C/CC

Last column: Mulliken charge in e.
Geometry (Å):
C (1.37, -1.12, -1.61)  -1.12
C (0.68, -0.11, -0.68)  -0.08
C (0.22, -0.53, 0.55)  -0.27
C (-0.33, 0.34, 1.64)  -0.54
C (-1.59, 1.07, 1.16)  -1.01
H (0.76, -2.00, -1.66)  0.32
H (2.37, -1.40, -1.21)  0.26
H (1.53, -0.69, -2.60)  0.32
H (0.62, 0.92, -0.99)  0.34
H (0.29, -1.59, 0.74)  0.30
H (-0.69, -0.30, 2.43)  0.27
H (0.42, 1.03, 2.02)  0.30
H (-1.94, 1.71, 1.99)  0.31
H (-1.40, 1.72, 0.28)  0.30
H (-2.40, 0.36, 0.91)  0.29

3 | Below is C5H10 as an isolated structure, with properties calculated with wB97M-V/def2-TZVPD.

Results
Lowest unoccupied orbital energy: 0.37 eV
HOMO-LUMO gap: 9.208 eV

Last column: Mulliken charge in e.
Geometry (Å):
C (2.05, -0.20, -0.04)  -0.85
C (0.71, -0.85, 0.07)  -0.16
C (-0.40, -0.16, 0.01)  0.56
C (-0.36, 1.38, 0.00)  -0.82
C (-1.80, -0.75, 0.01)  -1.18
H (2.34, 0.28, 1.34)  0.21
H (2.72, -1.35, -0.46)  0.24
H (2.08, 0.87, -0.99)  0.25
H (0.48, -1.97, 0.08)  0.24
H (-1.49, 1.63, -0.96)  0.23
H (-0.82, 1.76, 1.39)  0.22
H (0.99, 1.86, -0.34)  0.15
H (-2.48, 0.12, 0.46)  0.31
H (-2.30, -0.90, -1.20)  0.21
H (-1.72, -1.72, 0.62)  0.37

Q: Which of them is the least stable? A: 3.

1 | Below is a 2-piece molecular cluster, C5H10 overall, with properties calculated with wB97M-V/def2-TZVPD.

Results
Lowest unoccupied orbital energy: 1.15 eV
HOMO-LUMO gap: 10.646 eV
SMILES: C=CC.C=C

Last column: Mulliken charge in e.
Geometry (Å):
C (0.83, 1.74, -0.22)  -0.75
C (0.06, 1.73, 0.86)  0.10
C (-1.43, 1.52, 0.83)  -0.98
H (1.88, 2.02, -0.19)  0.24
H (0.58, 1.29, -1.18)  0.23
H (0.66, 1.94, 1.74)  0.31
H (-1.95, 2.45, 0.58)  0.27
H (-1.81, 1.20, 1.81)  0.30
H (-1.87, 0.78, 0.16)  0.30
C (0.42, -2.73, -0.12)  -0.42
C (0.54, -2.33, -1.39)  -0.48
H (1.30, -3.00, 0.45)  0.23
H (-0.54, -2.64, 0.37)  0.22
H (1.48, -2.39, -1.92)  0.24
H (-0.15, -1.59, -1.78)  0.21

2 | Below is one molecule with the formula C5H10, with properties calculated with wB97M-V/def2-TZVPD.

Results
Lowest unoccupied orbital energy: 1.31 eV
HOMO-LUMO gap: 11.221 eV
SMILES: C[C@@H]1C[C@H]1C

Last column: Mulliken charge in e.
Geometry (Å):
C (-1.97, -0.49, -0.06)  -1.34
C (-0.58, -0.01, 0.45)  0.10
C (-0.06, 1.31, 0.00)  -0.67
C (0.62, 0.03, -0.42)  0.17
C (1.99, -0.45, 0.08)  -1.31
H (-2.00, -0.26, -1.13)  0.29
H (-2.83, -0.08, 0.52)  0.31
H (-2.05, -1.56, -0.01)  0.35
H (-0.38, -0.28, 1.47)  0.34
H (-0.68, 1.79, -0.77)  0.24
H (0.43, 1.95, 0.74)  0.26
H (0.38, -0.30, -1.43)  0.31
H (2.26, -1.48, -0.21)  0.32
H (2.13, -0.35, 1.18)  0.29
H (2.73, 0.17, -0.42)  0.32

Q: Which of them is the least stable? A: 1.

1 | Below is a 2-piece molecular cluster, C6H11N2 overall, with properties calculated with wB97M-V/def2-TZVPD.

Results
Total charge: +1
Lowest unoccupied orbital energy: -4.33 eV
HOMO-LUMO gap: 8.362 eV

Last column: Mulliken charge in e.
Geometry (Å):
C (-1.01, 0.54, 1.36)  -0.11
C (0.82, -0.99, 1.75)  0.29
C (1.72, -1.68, 2.37)  -0.56
C (0.73, -0.59, -0.77)  -0.62
C (0.02, 1.75, -1.21)  -1.11
C (-1.46, -0.13, -1.41)  -0.82
N (-0.18, -0.20, 1.89)  -0.16
N (-0.20, 0.33, -0.85)  0.16
H (-1.78, 1.19, 1.61)  0.44
H (1.48, -2.09, 3.44)  0.26
H (2.65, -1.88, 1.83)  0.26
H (1.82, -0.44, -0.93)  0.33
H (0.45, -1.61, -0.64)  0.46
H (0.34, 1.95, -2.37)  0.30
H (-0.80, 2.36, -0.85)  0.41
H (0.77, 2.09, -0.51)  0.46
H (-2.24, -0.11, -0.70)  0.32
H (-1.89, 0.60, -2.26)  0.32
H (-1.26, -1.12, -1.75)  0.37

2 | Below is an isolated ion of composition C6H11N2 and charge +1, with properties calculated with wB97M-V/def2-TZVPD.

Results
Total charge: +1
Lowest unoccupied orbital energy: -3.37 eV
HOMO-LUMO gap: 10.806 eV
SMILES: C/N=C/[C@@H]1C(C)=[N+]1C

Last column: Mulliken charge in e.
Geometry (Å):
C (2.12, 0.48, -1.43)  -0.85
N (0.76, 0.14, -1.09)  -0.22
C (-0.03, -0.71, -1.59)  -0.40
C (-1.24, -0.65, -0.74)  -0.43
C (-0.92, 0.46, 0.24)  0.57
C (-0.78, 1.85, 0.79)  -0.84
N (-0.87, -0.71, 0.68)  0.07
C (-0.51, -1.48, 1.79)  -0.86
H (2.49, 0.43, -0.35)  0.31
H (2.10, 1.52, -1.64)  0.31
H (2.47, -0.19, -2.16)  0.34
H (0.17, -1.31, -2.44)  0.56
H (-2.25, -0.95, -0.89)  0.51
H (-1.88, 2.06, 0.91)  0.33
H (-0.20, 2.46, -0.01)  0.26
H (-0.26, 1.78, 1.77)  0.29
H (0.46, -1.22, 2.16)  0.38
H (-1.34, -1.42, 2.45)  0.34
H (-0.29, -2.54, 1.55)  0.34

Q: Which of them is the least stable? A: 1.

1 | Below is one molecule with the formula C5H6OS, with properties calculated with wB97M-V/def2-TZVPD.

Results
Lowest unoccupied orbital energy: 0.17 eV
HOMO-LUMO gap: 9.076 eV
SMILES: C[C@@H]1C=COC1=S

Last column: Mulliken charge in e.
Geometry (Å):
C (0.81, 1.97, -0.32)  -1.30
C (0.74, 0.68, 0.43)  0.81
C (1.89, -0.22, 0.17)  -0.66
C (1.31, -1.40, -0.12)  -0.16
O (-0.02, -1.43, -0.17)  -0.34
C (-0.50, -0.18, 0.03)  -0.04
S (-2.08, 0.06, 0.03)  -0.32
H (1.59, 2.63, 0.08)  0.35
H (0.97, 1.67, -1.36)  0.36
H (-0.15, 2.58, -0.19)  0.30
H (0.79, 0.82, 1.49)  0.29
H (3.01, 0.05, 0.05)  0.29
H (1.76, -2.41, -0.30)  0.40

2 | Below is one molecule with the formula C5H6OS, with properties calculated with wB97M-V/def2-TZVPD.

Results
Lowest unoccupied orbital energy: 0.30 eV
HOMO-LUMO gap: 9.297 eV
SMILES: C=C/C=C\OC=S

Last column: Mulliken charge in e.
Geometry (Å):
C (-1.74, -0.32, 0.38)  -0.51
C (-0.60, -0.71, 1.03)  -0.38
C (0.54, 0.17, 1.26)  -0.05
C (1.28, 0.76, 0.34)  -0.37
O (0.80, 1.10, -0.93)  -0.27
C (0.63, 0.08, -1.84)  -0.06
S (0.03, 0.43, -3.29)  -0.27
H (-1.95, 0.72, 0.05)  0.30
H (-2.50, -1.21, 0.05)  0.20
H (-0.50, -1.68, 1.43)  0.36
H (0.88, 0.27, 2.33)  0.28
H (2.16, 1.27, 0.63)  0.42
H (0.96, -0.87, -1.45)  0.35

Q: Which of them is the least stable? A: 2.